(1)
{
  "formula": "C11H6HoN2O4",
  "method": "ωB97M-V/def2-TZVPD",
  "charge": 3,
  "multiplicity": 5,
  "homo_lumo_gap_ev": [5.1, 5.3],
  "total_energy_ev": -48440.2789,
  "species": ["O", "C", "Ho", "O", "C", "C", "O", "C", "O", "N", "C", "N", "C", "C", "C", "C", "C", "C", "H", "H", "H", "H", "H", "H"],
  "coordinates": [[1.31344, 0.17990, 3.13494], [0.87356, 0.20342, 2.05576], [-0.29605, -0.37163, 0.09267], [3.02821, 0.12418, -1.24928], [1.97289, 0.08549, -0.82229], [-1.08791, 1.83978, 0.36366], [-1.65598, 2.82279, 0.54563], [-0.83654, -0.06641, -2.10651], [-1.27689, -0.12433, -3.15400], [0.33048, -4.21771, 1.71458], [0.80235, -2.97521, 1.57368], [-0.07314, -2.35220, 0.75816], [-1.12475, -3.18004, 0.38499], [-2.23615, -2.92226, -0.42882], [-3.09210, -4.02000, -0.61117], [-2.81652, -5.25961, 0.01215], [-1.68467, -5.45090, 0.83222], [-0.86431, -4.38889, 0.99381], [0.78737, -4.90459, 2.26892], [1.70572, -2.49276, 2.00304], [-2.40613, -1.91922, -0.90356], [-3.99093, -3.91508, -1.24794], [-3.50965, -6.10542, -0.14761], [-1.42626, -6.38434, 1.33852]],
  "forces_ev_per_a": [[-2.294, 0.303, -5.899], [3.292, 0.263, 7.781], [-0.399, -1.714, 0.337], [-3.425, -0.021, 1.397], [4.198, 0.109, -1.767], [-3.491, 6.373, 1.313], [2.521, -4.089, -0.842], [-2.206, 0.012, -6.324], [1.475, 0.326, 3.222], [0.493, 0.938, 0.004], [-1.424, -1.244, -0.517], [1.290, 1.835, 0.361], [0.138, 0.148, -0.008], [0.199, -0.290, 0.145], [-0.210, 0.441, -0.189], [0.263, -0.415, 0.317], [-1.354, -1.521, -0.339], [0.876, 0.700, 0.293], [0.322, -0.863, 0.508], [-0.748, -0.939, -0.232], [-0.151, -0.906, 0.205], [0.655, -0.130, 0.503], [0.487, 0.624, 0.089], [-0.508, 0.060, -0.358]]
}


(2)
{
  "formula": "C36H30N5O4RhS2",
  "method": "ωB97M-V/def2-TZVPD",
  "charge": 0,
  "de_lowest_kcal_mol": 24.43,
  "homo_lumo_gap_ev": [5.5, 5.4],
  "total_energy_ev": -78138.6110,
  "species": ["Rh", "O", "C", "N", "C", "C", "C", "C", "C", "C", "N", "C", "C", "C", "C", "C", "N", "H", "H", "H", "H", "H", "H", "H", "H", "H", "H", "C", "C", "C", "C", "C", "C", "C", "C", "S", "C", "N", "C", "C", "C", "C", "C", "C", "C", "C", "H", "H", "H", "H", "H", "H", "H", "H", "H", "H", "H", "H", "H", "H", "H", "H", "O", "C", "N", "S", "O", "O", "C", "C", "C", "C", "C", "C", "H", "H", "H", "H"],
  "coordinates": [[-1.04356, 0.32388, 0.68509], [0.88561, -0.63504, 4.19848], [0.20937, -0.58200, 3.16206], [0.13117, 0.41448, 2.29382], [0.80688, 1.64439, 2.60904], [0.09280, 2.83400, 2.01448], [0.58544, 4.12255, 2.20378], [-0.10801, 5.19622, 1.67984], [-1.28513, 4.96043, 0.98146], [-1.69686, 3.65065, 0.82398], [-1.02191, 2.60967, 1.31501], [-0.63975, -1.76085, 2.74996], [-0.45130, -2.98913, 3.36505], [-1.23069, -4.06220, 2.97380], [-2.19217, -3.86370, 1.99309], [-2.32052, -2.60392, 1.43733], [-1.55981, -1.56734, 1.79146], [1.84380, 1.64413, 2.23967], [0.87851, 1.76786, 3.69507], [1.50040, 4.26768, 2.76439], [0.25719, 6.20593, 1.81889], [-1.86895, 5.76922, 0.56372], [-2.60367, 3.40780, 0.28087], [0.30471, -3.05632, 4.13489], [-1.09753, -5.03650, 3.42629], [-2.83472, -4.66733, 1.66020], [-3.06931, -2.40718, 0.67894], [5.50880, -1.10074, 1.81176], [4.36810, -1.75069, 1.01695], [3.32100, -2.26338, 2.00626], [4.91371, -2.94567, 0.22292], [3.78239, -0.72835, 0.04536], [4.60914, -0.15984, -0.94758], [4.14446, 0.75090, -1.87056], [2.80236, 1.12307, -1.80433], [1.88664, 2.19482, -2.81151], [0.48296, 1.86705, -1.83042], [0.66581, 1.04426, -0.85595], [1.97345, 0.58672, -0.81982], [2.45912, -0.34311, 0.10016], [-0.81652, 2.48770, -2.13633], [-0.83878, 3.79991, -2.60309], [-2.02643, 4.44413, -2.89773], [-3.22434, 3.76494, -2.74883], [-3.22435, 2.45226, -2.30754], [-2.03408, 1.81275, -1.98472], [5.93213, -1.82149, 2.51463], [5.14263, -0.24535, 2.38225], [6.31317, -0.75649, 1.15961], [3.78347, -2.99437, 2.67273], [2.49350, -2.75938, 1.49301], [2.90942, -1.46738, 2.62995], [5.33358, -3.68696, 0.90644], [5.70074, -2.64805, -0.47164], [4.11773, -3.42250, -0.35211], [5.65040, -0.45267, -0.99719], [4.80472, 1.15774, -2.62490], [1.76320, -0.72984, 0.83021], [0.10014, 4.32868, -2.70795], [-2.01404, 5.46915, -3.24284], [-4.16370, 4.24763, -2.98307], [-4.16434, 1.92922, -2.20443], [-4.03453, 0.57610, -0.22005], [-3.34227, -0.03163, -0.98758], [-2.09608, 0.44308, -1.52766], [-1.36811, -0.77823, -2.52202], [-0.98932, -0.15147, -3.74747], [-0.44171, -1.55320, -1.76712], [-2.83899, -1.73539, -2.61586], [-3.07320, -2.84718, -3.40036], [-4.27429, -3.51571, -3.20274], [-5.18895, -3.08855, -2.24225], [-4.93082, -1.97322, -1.45842], [-3.73655, -1.30130, -1.66073], [-2.35861, -3.18117, -4.13980], [-4.50351, -4.38274, -3.80793], [-6.11611, -3.63070, -2.11339], [-5.63512, -1.62075, -0.71701]],
  "forces_ev_per_a": [[0.070, -0.207, -0.063], [0.020, -0.001, -0.033], [0.041, -0.053, -0.041], [-0.199, 0.055, 0.102], [0.068, 0.028, -0.005], [-0.048, 0.007, 0.028], [-0.009, 0.002, 0.025], [-0.007, 0.016, -0.004], [-0.009, -0.013, 0.008], [0.016, 0.018, 0.029], [0.045, 0.034, -0.128], [-0.056, -0.032, 0.106], [-0.057, 0.031, 0.016], [0.001, -0.024, 0.007], [-0.009, 0.024, 0.032], [-0.079, 0.042, -0.008], [0.347, 0.216, -0.415], [-0.012, -0.024, -0.025], [0.005, -0.002, -0.005], [-0.001, -0.003, 0.001], [0.004, -0.002, 0.003], [0.002, 0.002, 0.002], [0.007, 0.019, 0.000], [0.003, -0.002, -0.003], [-0.001, 0.001, -0.001], [-0.004, 0.001, -0.001], [0.046, -0.041, -0.001], [0.003, -0.001, 0.009], [-0.003, 0.006, 0.006], [-0.013, -0.010, 0.011], [0.006, -0.010, 0.010], [0.002, 0.000, -0.007], [0.002, -0.016, 0.007], [0.003, -0.001, -0.009], [-0.013, 0.004, 0.001], [0.043, 0.000, -0.010], [-0.067, -0.031, 0.045], [-0.087, -0.086, 0.069], [-0.022, 0.025, 0.031], [0.002, 0.028, -0.019], [-0.021, 0.002, -0.016], [0.013, -0.002, -0.015], [-0.007, 0.007, 0.000], [0.023, -0.004, -0.006], [0.011, 0.005, -0.041], [-0.010, 0.095, 0.014], [0.001, -0.001, -0.003], [-0.004, -0.001, -0.002], [-0.004, 0.004, -0.002], [0.001, -0.002, -0.008], [0.001, 0.005, -0.001], [0.003, 0.006, 0.000], [0.000, 0.001, -0.001], [-0.001, 0.002, 0.000], [-0.004, 0.004, 0.001], [0.001, 0.005, -0.006], [-0.005, 0.002, -0.002], [-0.002, -0.009, 0.011], [0.004, -0.010, 0.004], [-0.003, 0.001, 0.003], [0.001, -0.001, -0.004], [0.023, 0.032, -0.005], [-0.002, 0.101, -0.124], [-0.236, -0.065, -0.082], [0.033, -0.174, 0.639], [0.044, -0.146, -0.021], [-0.049, -0.012, -0.041], [0.079, 0.075, -0.171], [-0.077, 0.084, 0.068], [-0.009, -0.041, 0.013], [0.019, -0.011, -0.027], [-0.006, 0.034, 0.029], [0.000, -0.079, -0.031], [0.101, 0.059, 0.030], [0.019, 0.014, 0.010], [0.000, 0.000, 0.005], [0.002, -0.002, -0.002], [0.020, 0.023, 0.012]]
}


(3)
{
  "formula": "C10H11N2PS2",
  "method": "ωB97M-V/def2-TZVPD",
  "charge": 0,
  "multiplicity": 3,
  "homo_lumo_gap_ev": [7.9, 6.3],
  "total_energy_ev": -44483.4213,
  "species": ["C", "C", "C", "C", "C", "C", "C", "C", "C", "C", "N", "N", "P", "S", "S", "H", "H", "H", "H", "H", "H", "H", "H", "H", "H", "H"],
  "coordinates": [[2.52028, -0.17411, -0.56849], [2.36526, 1.89396, 0.67166], [1.09955, -0.21802, -0.66631], [0.98754, 1.83280, 0.60336], [-3.62186, -2.64086, 0.78701], [-2.60934, -2.80167, -0.17473], [-3.74295, -1.27349, 0.94639], [3.11279, 0.91585, 0.03772], [0.45633, 0.74899, -0.00911], [4.58348, 1.04916, -0.08103], [-2.15719, -1.57766, -0.53035], [-2.87519, -0.67361, 0.16110], [-2.38015, 0.89829, -0.04522], [-3.37531, 1.96741, 1.24475], [-2.83655, 1.31280, -2.07014], [3.10593, -1.04639, -0.83760], [2.91668, 2.74348, 1.19557], [0.68459, -1.13012, -0.90816], [0.40257, 2.71813, 0.93201], [-4.32045, -3.36024, 1.31416], [-2.39531, -3.63085, -0.86025], [-4.32211, -0.73108, 1.61899], [5.08407, 1.26702, -1.07392], [4.77878, 1.91674, 0.60555], [5.00476, 0.01151, 0.11458], [-2.46622, -0.01805, -2.40754]],
  "forces_ev_per_a": [[-1.715, 0.053, 0.107], [0.985, 1.155, 0.377], [2.835, -0.291, 1.210], [-0.475, 1.701, 0.548], [-1.520, -0.441, 0.931], [-0.332, 1.575, -1.193], [-0.533, -1.763, 0.939], [0.460, -0.189, -1.213], [-0.545, 0.744, -0.166], [1.434, -0.240, 0.279], [0.347, -1.602, -0.888], [1.011, -1.756, -0.725], [-0.701, 2.096, 0.289], [0.133, 0.254, -0.127], [0.333, -1.598, -0.386], [0.060, 0.206, -0.419], [-0.959, -1.096, -0.827], [-1.247, -1.625, -1.039], [0.185, -0.937, 0.071], [1.324, 0.817, -0.927], [0.363, 0.206, 0.922], [-0.979, 0.779, 0.839], [-1.319, 0.157, 0.751], [1.065, -1.277, -0.348], [0.099, 1.521, 0.667], [-0.309, 1.550, 0.329]]
}


(4)
{
  "formula": "C19H26N8O3STi",
  "method": "ωB97M-V/def2-TZVPD",
  "charge": 0,
  "de_lowest_kcal_mol": 48.05,
  "multiplicity": 3,
  "homo_lumo_gap_ev": [4.4, 7.5],
  "total_energy_ev": -72140.0828,
  "species": ["Ti", "C", "N", "C", "C", "N", "N", "C", "N", "N", "H", "H", "H", "H", "H", "H", "H", "H", "H", "H", "H", "O", "C", "O", "C", "C", "C", "C", "C", "C", "C", "C", "C", "N", "H", "H", "H", "H", "H", "H", "S", "C", "N", "C", "C", "N", "H", "H", "H", "H", "H", "H", "C", "C", "O", "H", "H", "H"],
  "coordinates": [[-0.06529, -0.13689, 0.36087], [-5.29621, -0.00060, -0.58918], [-4.08463, -0.70275, -0.20539], [-4.10240, -2.14611, -0.30789], [-2.87217, -0.06917, -0.18320], [-1.78593, -0.53705, -0.68369], [-2.88542, 1.14890, 0.47840], [-1.77614, 1.95005, 0.71437], [-1.97497, 2.84633, 1.73046], [-0.73734, 1.89362, -0.05072], [-5.59139, -0.27390, -1.60808], [-5.12751, 1.07313, -0.56329], [-6.11654, -0.25033, 0.08660], [-4.98950, -2.51627, 0.20743], [-3.22401, -2.55128, 0.19181], [-4.13242, -2.50438, -1.34453], [-1.91481, -1.41781, -1.17303], [-3.61932, 1.23282, 1.16136], [-2.46539, 2.44215, 2.52056], [-1.13275, 3.31758, 2.02354], [-0.04862, 2.60222, 0.18332], [-2.17397, 0.11981, 3.17065], [-1.08946, -0.13787, 2.62982], [-0.89992, -1.09595, 1.76683], [0.11012, 0.70326, 2.86208], [0.33534, 1.42972, 4.02266], [1.48064, 2.18534, 4.13934], [2.38583, 2.27167, 3.03033], [3.52118, 3.08959, 3.03718], [4.34746, 3.18243, 1.92811], [4.04289, 2.46864, 0.77607], [2.92381, 1.65150, 0.73145], [2.09023, 1.51946, 1.85670], [0.98462, 0.70827, 1.79769], [-0.38948, 1.36020, 4.82336], [1.70700, 2.72206, 5.05181], [3.73864, 3.66774, 3.92811], [5.21911, 3.82474, 1.95111], [4.68315, 2.55474, -0.09359], [2.65669, 1.11339, -0.16812], [0.25912, -3.03948, -1.21996], [0.73084, -2.74748, -2.82481], [1.49017, -3.55108, -3.60646], [1.61923, -2.96395, -4.94057], [1.34084, -1.48772, -4.64275], [0.52675, -1.56459, -3.42581], [1.38850, -4.54826, -3.49770], [0.88199, -3.37340, -5.63646], [2.61460, -3.13092, -5.34663], [0.79146, -1.00093, -5.44551], [2.26466, -0.93496, -4.45851], [0.54957, -0.78370, -2.74783], [2.64049, -1.87739, -0.25642], [1.18250, -1.49777, -0.39022], [0.96765, -0.36501, -1.11443], [3.17091, -1.78845, -1.21365], [2.75052, -2.89290, 0.11925], [3.09908, -1.19097, 0.45714]],
  "forces_ev_per_a": [[-0.279, 0.486, -0.628], [-0.005, -0.026, 0.106], [0.066, 0.124, 0.129], [-0.021, -0.042, -0.085], [-0.127, -0.108, -0.596], [-1.575, -0.577, -0.559], [-0.022, -0.060, 0.036], [-0.087, 0.796, -0.529], [-0.200, -0.062, -0.070], [-0.381, 0.353, 0.028], [0.004, 0.005, 0.010], [-0.048, -0.003, -0.008], [0.009, 0.011, -0.007], [-0.001, -0.004, -0.026], [-0.022, -0.013, 0.007], [0.012, 0.033, -0.010], [-0.100, 0.065, -0.039], [0.030, -0.104, 0.165], [0.050, -0.017, 0.089], [0.060, -0.019, 0.038], [0.015, -0.029, 0.186], [0.115, -0.125, 0.034], [-0.321, 0.122, 1.358], [-0.994, -0.508, 1.404], [-0.134, -0.166, 0.049], [0.020, 0.122, -0.003], [-0.191, -0.025, 0.143], [0.207, 0.108, -0.165], [-0.167, -0.128, 0.007], [0.139, 0.086, -0.083], [0.008, 0.021, 0.032], [-0.102, 0.015, 0.127], [-0.126, -0.007, -0.003], [1.713, 0.995, 2.053], [-0.014, -0.001, -0.013], [-0.006, 0.015, -0.011], [0.010, -0.025, 0.019], [-0.006, -0.020, 0.023], [-0.028, -0.009, -0.013], [0.070, -0.038, -0.037], [-0.283, -0.518, -0.048], [0.498, 0.296, -0.314], [-0.620, -0.121, -0.118], [0.075, 0.045, -0.124], [-0.040, 0.025, -0.086], [0.402, -0.311, 0.053], [0.203, 0.003, 0.144], [-0.021, -0.046, 0.080], [-0.016, 0.000, 0.007], [0.039, 0.023, 0.008], [-0.026, -0.005, 0.075], [-0.251, 0.172, 0.121], [-0.215, -0.093, -0.197], [0.928, -0.593, -0.258], [1.642, -0.131, -2.564], [0.065, -0.032, 0.018], [0.030, 0.025, 0.058], [0.022, 0.021, -0.013]]
}


In order of appearance, largest force on an atom = 0.1644; 0.0129; 0.0602; 0.0593 Eh/bohr.